(1)
ORCA calculation (ωB97M-V with the def2-TZVPD basis set) on one molecule with the formula C4H6N2.

energy above the lowest of the compared OMol25 structures with the same formula, charge and spin = 65.4 kcal/mol
E = -7222.7566 eV
structure (SMILES) = Nc1ccc[nH]1
spin multiplicity = 1

```
12
Properties=species:S:1:pos:R:3:lowdin_charge:R:1
N -1.75 0.92 -0.08 0.03
C -0.62 0.14 -0.07 -0.51
C 0.07 -0.36 1.01 -0.05
C 1.36 -0.71 0.58 -0.10
C 1.29 -0.52 -0.70 -0.20
N 0.06 -0.08 -1.17 0.07
H -2.52 0.50 0.45 0.08
H -1.57 2.11 0.07 0.19
H -0.23 -0.49 2.04 0.10
H 2.01 -0.97 1.22 0.04
H 1.89 -1.24 -1.40 0.14
H 0.01 0.67 -1.96 0.20
```

=====

(2)
ORCA calculation (ωB97M-V with the def2-TZVPD basis set) on one molecule with the formula C4H6N2.

energy above the lowest of the compared OMol25 structures with the same formula, charge and spin = 87.3 kcal/mol
E = -7221.8062 eV
structure (SMILES) = [H]/N=C1/C[C@@H]2N[C@H]12
spin multiplicity = 1

```
12
Properties=species:S:1:pos:R:3:lowdin_charge:R:1
H -0.50 -0.98 -2.07 0.06
N -1.13 -0.14 -2.10 0.15
C -0.64 0.03 -0.94 -0.31
C -0.83 0.92 0.25 -0.09
C 0.24 0.13 0.99 -0.30
N 1.49 0.22 0.24 0.04
C 0.52 -0.85 -0.07 -0.15
H -0.62 1.98 0.08 0.12
H -1.84 0.79 0.65 0.12
H 0.23 -0.04 2.06 0.13
H 2.25 -0.15 0.81 0.09
H 0.83 -1.90 0.10 0.13
```